DFT (ωB97M-V/def2-TZVPD) results for an isolated molecule of C3H8N2O2.

Calculated values
Calculated total energy = -10314.9045 eV
Relative energy (zero: lowest compared OMol25 entry of this formula, charge and spin) = 47.22 kcal/mol
Kohn-Sham gap = 9.5 eV
2S+1 = 1

```
15
Properties=species:S:1:pos:R:3:forces:R:3
N 1.906 0.538 -1.098 -0.03 0.05 0.18
C 0.585 0.466 -0.812 0.07 -0.18 -0.25
O -0.119 1.572 -0.999 0.03 -0.06 0.05
N -0.027 -0.752 -0.831 0.21 0.13 0.12
C -1.209 -0.805 0.028 -0.16 0.05 -0.01
C -0.767 -0.235 1.404 -0.15 -0.28 0.11
O 0.078 0.825 1.183 -0.02 0.04 -0.04
H 2.282 1.473 -1.044 -0.05 -0.10 -0.03
H 2.516 -0.189 -0.754 -0.12 0.07 -0.06
H 0.610 -1.526 -0.686 -0.05 0.10 -0.04
H -1.580 -1.833 0.063 0.06 0.16 0.03
H -1.977 -0.173 -0.426 0.09 -0.08 0.09
H -0.264 -1.044 1.973 -0.05 0.13 -0.06
H -1.673 0.034 1.972 0.13 -0.02 -0.09
H -0.362 1.649 0.028 0.03 0.00 0.00
```
Positions in Å, forces in eV/Å.

Charges obtained by Mulliken population analysis, quoted in units of e: -0.50 0.79 -0.63 -0.30 -0.74 -0.27 -0.80 0.24 0.23 0.28 0.40 0.27 0.28 0.28 0.45